(1)
ORCA calculation (ωB97M-V with the def2-TZVPD basis set) on 13 unconnected molecules or ions with the total composition C68H175N13O21 in a non-equilibrium geometry.

Computed properties:
energy: -135690.350 eV
gap between HOMO and LUMO (alpha / beta): 0.2785 / 0.0925 Ha
HOMO level (alpha / beta): -9.729 / -9.729 eV
spin multiplicity: 2
total charge: +1

Each line ends with the Mulliken charge.
Positions of all 277 atoms, in Å:
C: -2.777 -3.499 -1.684  -0.994
O: -3.831 -4.529 -1.653  -0.250
C: -3.333 -5.716 -2.134  -0.876
C: -4.362 -6.866 -2.131  -0.845
N: -4.624 -7.328 -0.772  -0.037
C: -6.048 -7.281 -0.266  -0.342
C: -7.173 -7.861 -1.185  -0.539
O: -8.321 -8.108 -0.313  -0.286
C: -9.424 -8.801 -0.837  -0.717
H: -3.187 -2.590 -1.244  -0.091
H: -2.436 -3.149 -2.658  0.628
H: -1.909 -3.773 -1.085  0.509
H: -2.493 -6.000 -1.500  0.445
H: -2.962 -5.576 -3.150  0.323
H: -4.161 -7.829 -2.600  0.414
H: -5.264 -6.579 -2.671  0.305
H: -3.970 -6.768 -0.244  -0.150
H: -6.328 -6.271 0.032  0.126
H: -6.102 -7.887 0.639  0.417
H: -6.684 -8.806 -1.419  0.341
H: -7.342 -7.150 -1.994  0.303
H: -9.101 -9.720 -1.326  0.303
H: -9.967 -8.164 -1.536  0.278
H: -10.085 -9.025 0.000  0.231
C: -1.491 -1.134 4.095  -1.161
O: -0.272 -0.498 4.055  -0.388
C: -0.248 0.985 3.904  0.613
C: -1.167 1.776 4.867  -0.860
N: -0.940 1.255 6.205  -0.281
C: 0.100 2.025 7.000  -0.461
C: -0.519 3.256 7.627  -0.611
O: 0.428 4.306 7.706  -0.203
C: 0.159 5.163 8.749  -1.005
H: -1.358 -2.204 4.254  0.161
H: -2.047 -0.913 3.184  0.472
H: -2.103 -0.895 4.964  0.637
H: -0.533 1.184 2.871  -0.020
H: 0.814 1.172 4.069  -0.426
H: -2.208 1.555 4.629  0.505
H: -0.968 2.846 4.805  0.148
H: -0.387 0.414 6.123  0.226
H: 1.003 2.392 6.513  0.158
H: 0.347 1.400 7.858  0.508
H: -1.015 3.038 8.573  0.413
H: -1.329 3.721 7.065  0.352
H: -0.834 5.582 8.912  0.389
H: 0.607 6.146 8.603  0.279
H: 0.504 4.724 9.685  0.362
C: 4.950 4.734 2.792  -0.919
O: 5.942 3.828 2.338  -0.513
C: 5.376 2.947 1.405  0.311
C: 6.471 2.042 0.628  -0.754
N: 7.279 2.952 -0.207  -0.115
C: 8.435 2.179 -0.732  -0.245
C: 9.282 3.017 -1.704  -0.655
O: 9.845 4.066 -1.021  -0.363
C: 10.596 4.940 -1.845  -0.743
H: 5.236 5.249 3.709  0.469
H: 3.936 4.367 2.944  0.092
H: 4.904 5.552 2.073  0.429
H: 5.015 3.364 0.466  0.129
H: 4.595 2.340 1.863  0.101
H: 6.002 1.418 -0.133  0.162
H: 6.982 1.287 1.225  0.374
H: 7.548 3.779 0.306  0.286
H: 8.060 1.373 -1.362  -0.042
H: 9.052 1.698 0.026  0.341
H: 8.621 3.305 -2.522  0.199
H: 10.000 2.440 -2.286  0.535
H: 11.082 5.797 -1.379  0.269
H: 10.039 5.404 -2.659  0.268
H: 11.330 4.235 -2.236  0.321
C: -4.897 5.675 0.498  -0.682
O: -3.429 5.653 0.480  -0.462
C: -2.988 4.504 -0.061  -0.739
C: -1.400 4.230 0.213  0.297
N: -1.007 3.775 1.539  0.007
C: 0.504 3.756 1.685  2.036
C: 0.762 5.120 2.353  -1.003
O: 0.087 5.019 3.614  -0.333
C: 0.788 5.821 4.601  -0.683
H: -5.201 5.186 1.424  0.262
H: -5.231 5.012 -0.301  0.253
H: -5.296 6.679 0.357  0.315
H: -3.376 4.581 -1.077  0.644
H: -3.350 3.592 0.414  0.052
H: -1.001 5.217 -0.020  -0.341
H: -1.036 3.504 -0.513  0.225
H: -1.256 4.462 2.236  0.366
H: 0.859 3.578 0.670  -1.074
H: 0.867 2.971 2.348  -0.614
H: 0.454 5.985 1.766  0.434
H: 1.833 5.284 2.235  0.407
H: 1.837 5.533 4.670  0.208
H: 0.252 5.604 5.525  0.116
H: 0.708 6.873 4.328  0.343
C: 0.522 -0.117 -6.159  -0.821
O: 1.447 0.728 -5.614  -0.245
C: 2.597 0.832 -6.304  -0.728
C: 3.637 1.586 -5.452  -0.337
N: 4.949 1.754 -6.104  0.103
C: 5.983 2.308 -5.281  0.193
C: 7.357 2.541 -5.972  -0.896
O: 8.140 1.384 -6.259  -0.370
C: 8.999 0.957 -5.293  -0.625
H: 0.562 -1.194 -5.995  0.302
H: 0.406 0.048 -7.230  0.488
H: -0.416 0.271 -5.763  0.132
H: 2.366 1.396 -7.208  0.355
H: 2.918 -0.179 -6.555  0.358
H: 3.797 1.019 -4.535  0.288
H: 3.249 2.582 -5.240  0.471
H: 5.229 0.929 -6.617  0.406
H: 6.120 1.573 -4.487  -0.089
H: 5.574 3.232 -4.870  0.392
H: 7.965 3.207 -5.360  0.384
H: 7.170 3.082 -6.899  0.414
H: 9.862 1.623 -5.276  0.361
H: 9.463 0.010 -5.569  0.294
H: 8.549 0.838 -4.308  0.209
C: -8.578 -0.558 5.076  -0.933
O: -8.150 0.325 4.065  -0.224
C: -8.645 1.655 4.200  -0.854
C: -7.640 2.569 3.355  -0.592
N: -7.956 2.348 1.945  -0.406
C: -7.002 2.698 0.914  -0.368
C: -7.496 2.492 -0.514  -0.775
O: -6.529 2.639 -1.479  -0.457
C: -5.384 1.759 -1.664  -0.641
H: -7.920 -0.651 5.941  0.326
H: -8.691 -1.589 4.740  0.250
H: -9.562 -0.282 5.453  0.397
H: -8.609 1.987 5.237  0.515
H: -9.595 1.671 3.665  0.357
H: -6.595 2.346 3.570  0.272
H: -7.826 3.617 3.590  0.433
H: -8.192 1.378 2.101  0.345
H: -5.942 2.486 1.049  0.397
H: -6.864 3.778 0.968  0.281
H: -8.216 3.298 -0.659  0.325
H: -7.975 1.564 -0.826  0.393
H: -5.851 0.785 -1.512  0.400
H: -4.649 1.725 -0.860  0.175
H: -4.969 1.804 -2.671  0.182
C: 4.792 -2.253 -7.181  -1.023
O: 5.234 -1.364 -6.149  -0.225
C: 5.490 -2.041 -4.922  -0.922
C: 6.608 -1.140 -4.290  -0.117
N: 7.687 -1.894 -3.672  -0.124
C: 7.390 -2.883 -2.611  -0.723
C: 7.091 -2.206 -1.284  0.016
O: 6.628 -3.074 -0.195  -0.456
C: 5.198 -3.320 -0.420  -0.604
H: 4.565 -1.679 -8.079  0.276
H: 3.905 -2.823 -6.907  0.386
H: 5.574 -2.984 -7.385  0.351
H: 5.940 -3.029 -5.019  0.516
H: 4.625 -2.295 -4.310  0.422
H: 6.073 -0.471 -3.616  -0.094
H: 7.090 -0.456 -4.988  0.066
H: 8.058 -2.461 -4.420  0.382
H: 8.157 -3.647 -2.484  0.413
H: 6.624 -3.634 -2.807  0.343
H: 6.407 -1.376 -1.458  -0.051
H: 7.988 -1.634 -1.046  0.344
H: 4.583 -2.467 -0.704  0.153
H: 4.697 -3.830 0.404  0.304
H: 5.227 -3.937 -1.318  0.344
C: 0.524 -3.545 1.951  -0.155
O: -0.182 -4.683 2.471  -0.446
C: -1.640 -4.673 2.224  1.088
C: -2.119 -6.096 2.251  -0.940
N: -1.651 -6.839 1.208  0.241
C: -1.735 -8.299 1.284  -0.806
C: -0.564 -8.849 2.036  -0.851
O: 0.718 -8.665 1.412  -0.353
C: 1.866 -9.344 2.018  -0.848
H: 1.596 -3.670 2.103  0.326
H: 0.284 -2.590 2.419  -0.242
H: 0.227 -3.327 0.925  0.268
H: -1.840 -4.220 1.253  -0.584
H: -2.167 -3.971 2.870  -0.148
H: -3.208 -6.078 2.221  0.237
H: -1.749 -6.389 3.234  0.276
H: -0.664 -6.638 1.126  0.320
H: -1.493 -8.761 0.327  0.310
H: -2.773 -8.595 1.437  0.578
H: -0.831 -9.876 2.288  0.531
H: -0.547 -8.431 3.043  0.380
H: 1.785 -9.612 3.071  0.332
H: 2.845 -8.888 1.871  0.291
H: 2.057 -10.347 1.637  0.325
C: 0.773 7.686 -1.825  -1.342
C: 2.032 6.913 -1.604  0.266
C: 1.881 5.406 -1.834  0.035
O: 2.973 4.714 -1.430  -0.193
C: 2.898 3.335 -1.899  -0.074
N: 3.167 7.382 -2.327  -0.758
H: 0.019 7.163 -1.239  0.268
H: 0.536 7.578 -2.884  0.361
H: 0.873 8.743 -1.578  0.354
H: 2.374 6.948 -0.570  0.296
H: 1.511 5.134 -2.822  0.482
H: 1.085 5.143 -1.137  -0.406
H: 1.962 2.879 -1.575  0.232
H: 3.633 2.670 -1.447  0.051
H: 3.129 3.205 -2.956  -0.172
H: 2.997 7.140 -3.292  0.300
H: 3.921 6.799 -1.992  0.302
C: -5.789 -1.173 1.545  -2.094
C: -5.089 -2.456 1.002  1.847
C: -5.125 -3.785 1.836  -0.078
O: -4.684 -3.453 3.134  -0.349
C: -4.677 -4.565 4.073  -0.866
N: -5.558 -2.603 -0.355  -0.508
H: -5.251 -0.904 2.454  0.328
H: -6.832 -1.276 1.843  0.509
H: -5.939 -0.276 0.944  0.389
H: -4.016 -2.283 0.927  -0.745
H: -4.442 -4.490 1.362  -0.188
H: -6.138 -4.183 1.779  0.617
H: -5.216 -5.445 3.724  0.393
H: -5.066 -4.286 5.052  0.293
H: -3.652 -4.787 4.370  0.202
H: -5.128 -3.420 -0.765  0.188
H: -6.476 -2.972 -0.149  0.507
C: 5.302 -0.600 3.560  -1.371
C: 4.130 -0.623 4.589  -0.110
C: 3.679 0.834 4.879  0.475
O: 4.667 1.524 5.580  -0.486
C: 4.520 2.853 5.815  -0.361
N: 3.130 -1.347 4.032  -0.192
H: 6.061 0.119 3.870  0.418
H: 4.920 -0.220 2.612  0.012
H: 5.818 -1.551 3.431  0.501
H: 4.474 -1.067 5.523  0.391
H: 2.798 0.804 5.521  0.129
H: 3.341 1.410 4.017  -0.204
H: 5.265 3.200 6.531  0.349
H: 3.718 2.901 6.552  0.309
H: 4.672 3.582 5.020  -0.103
H: 2.441 -1.572 4.735  0.180
H: 3.550 -2.240 3.814  0.248
C: -0.393 0.399 -2.585  -1.612
C: -0.863 -0.318 -1.210  1.147
C: 0.096 -0.235 -0.034  0.964
O: 1.410 -0.839 -0.325  -0.628
C: 2.310 -0.591 0.855  0.377
N: -2.173 0.278 -0.878  0.067
H: -1.151 0.063 -3.292  0.359
H: 0.483 -0.151 -2.929  0.418
H: -0.226 1.476 -2.566  0.221
H: -1.119 -1.349 -1.455  -0.516
H: -0.444 -0.882 0.656  -0.043
H: 0.290 0.763 0.359  -0.643
H: 1.734 -0.832 1.748  0.020
H: 2.439 0.472 1.057  0.112
H: 3.282 -1.068 0.730  -0.085
H: -2.504 -0.198 -0.051  -0.159
H: -2.980 0.252 -1.485  -0.013
C: -7.293 1.264 -5.613  -1.660
C: -5.833 1.517 -5.603  1.370
C: -4.897 0.306 -5.570  -0.728
O: -5.445 -0.539 -4.611  -0.350
C: -4.612 -1.669 -4.480  -0.352
N: -5.536 2.383 -6.723  -0.800
H: -7.581 0.649 -4.761  0.341
H: -7.681 0.797 -6.519  0.393
H: -7.779 2.230 -5.750  0.472
H: -5.525 2.064 -4.711  -0.313
H: -3.860 0.640 -5.528  0.207
H: -4.913 -0.155 -6.558  0.439
H: -4.114 -1.956 -5.407  0.396
H: -5.245 -2.479 -4.117  0.290
H: -3.882 -1.436 -3.705  -0.132
H: -5.580 3.338 -6.397  0.296
H: -6.284 2.402 -7.401  0.294

(2)
ORCA calculation (ωB97M-V with the def2-TZVPD basis set) on a single C4H7NO molecule.

Computed properties:
energy: -7798.401 eV
gap between HOMO and LUMO: 0.3929 Ha
HOMO level: -9.662 eV
total charge: 0
ΔE to the lowest compared entry with this formula, charge and spin: 28.7 kcal/mol

Each line ends with the Mulliken charge.
Positions of all 13 atoms, in Å:
C: -1.311 -0.846 0.231  -1.359
C: -0.290 -0.054 -0.617  0.453
C: 0.229 1.290 -0.077  -0.549
O: 1.330 0.896 0.766  -0.360
C: 1.686 -0.312 0.267  0.027
N: 0.945 -0.872 -0.593  -0.600
H: -2.283 -0.940 -0.261  0.342
H: -1.453 -0.422 1.231  0.336
H: -0.907 -1.858 0.359  0.329
H: -0.663 0.072 -1.638  0.410
H: -0.451 1.908 0.512  0.299
H: 0.643 1.890 -0.901  0.289
H: 2.586 -0.741 0.695  0.384

(3)
ORCA calculation (ωB97M-V with the def2-TZVPD basis set) on 2 unconnected molecules or ions with the total composition C6H11N3OS in a non-equilibrium geometry.

Computed properties:
energy: -23745.861 eV
gap between HOMO and LUMO (alpha / beta): 0.2123 / 0.2418 Ha
HOMO level (alpha / beta): -5.003 / -8.548 eV
spin multiplicity: 3
total charge: 0
ΔE to the lowest compared entry with this formula, charge and spin: 53.0 kcal/mol

Each line ends with the Mulliken charge.
Positions of all 22 atoms, in Å:
C: 3.764 0.566 -0.042  -0.796
C: 2.816 1.506 -0.095  -0.335
C: 3.026 -0.699 -0.202  0.604
C: -3.315 -0.903 1.101  -1.108
C: -3.264 -0.144 -1.108  -0.823
C: -3.174 0.150 0.326  0.020
N: 1.709 -0.440 -0.162  -0.767
N: 1.578 0.913 -0.104  0.551
N: 3.445 -1.994 -0.298  -0.502
O: -0.383 1.985 1.255  -0.471
S: 0.046 1.580 -0.266  0.086
H: 4.755 0.628 -0.136  0.469
H: 2.778 2.604 0.234  0.330
H: -3.343 -0.910 2.182  0.348
H: -3.577 -1.825 0.660  0.274
H: -0.635 1.189 1.781  0.344
H: -4.157 0.360 -1.463  0.279
H: -3.540 -1.227 -1.247  0.292
H: -2.360 0.191 -1.570  0.178
H: -3.066 1.218 0.528  0.560
H: 4.135 -2.094 -1.020  0.233
H: 2.763 -2.655 -0.355  0.234